A 2-piece molecular cluster, C31H57BCl2F2N6O6P overall at a distorted geometry, computed with ωB97M-V/def2-TZVPD.

Summary:
Lowest unoccupied orbital energy   -4.42 eV
Multiplicity   1
Total charge   +1
DFT total energy   -3480.66896 a.u.

Bonds (Å) are listed after each position.
Cartesian coordinates (Å):
1 C -5.24 5.11 -2.94  C2 1.656, H43 1.185, H44 1.190, H45 1.172
2 C -3.93 5.49 -3.87  C1 1.656, O3 1.479, H46 1.189, H47 1.184
3 O -2.94 4.40 -3.96  C2 1.479, C4 1.498
4 C -1.80 5.03 -4.70  O3 1.498, C5 1.652, H48 1.193, H49 1.181
5 C -0.49 4.03 -4.82  C4 1.652, C6 1.673, H50 1.182, H51 1.191
6 C 0.57 4.23 -3.54  C5 1.673, C7 1.677, H52 1.173, H53 1.172
7 C 0.12 3.17 -2.32  C6 1.677, C8 1.601, H54 1.194, H55 1.155
8 C 0.66 1.72 -2.76  C7 1.601, C9 1.608, H56 1.196, H57 1.197
9 C 0.98 0.52 -1.75  C8 1.608, C10 1.638, C14 1.678, C32 1.693
10 C 2.06 -0.34 -2.63  C9 1.638, C11 1.777, H58 1.170, H59 1.170
11 C 1.52 -0.61 -4.30  C10 1.777, C12 1.740, O13 1.567, H60 1.254
12 C 2.73 -0.24 -5.49  C11 1.740, O13 1.646, H61 1.194, H62 1.176
13 O 2.28 -1.76 -5.06  C11 1.567, C12 1.646
14 C -0.31 -0.29 -1.02  C9 1.678, N15 1.459, C19 1.644, C24 1.689
15 N -0.56 -1.72 -1.20  C14 1.459, C16 1.292
16 C -0.47 -2.41 -2.29  N15 1.292, C17 1.684, C18 1.656
17 C 0.56 -3.74 -2.26  C16 1.684, H63 1.195, H64 1.194, H65 1.170
18 C -1.28 -2.42 -3.73  C16 1.656, H66 1.192, H67 1.174, H68 1.188
19 C -1.82 0.35 -1.10  C14 1.644, Cl20 1.898, C21 1.505
20 Cl -3.29 -0.46 -2.00  C19 1.898
21 C -2.29 1.61 -0.44  C19 1.505, C22 1.676, Cl23 1.831
22 C -3.86 2.18 -0.57  C21 1.676, H69 1.180, H70 1.170, H71 1.186
23 Cl -1.23 2.66 0.63  C21 1.831
24 C -0.07 -0.35 0.65  C14 1.689, C25 1.611, N29 1.403
25 C -1.16 -1.06 1.60  C24 1.611, B26 1.622, H72 1.196, H73 1.197
26 B -2.07 -0.20 2.63  C25 1.622, O27 1.488, O28 1.507
27 O -1.68 1.00 3.41  B26 1.488, H74 1.010
28 O -3.47 -0.68 2.90  B26 1.507, H75 1.023
29 N 1.16 0.30 0.85  C24 1.403, P30 1.779, C32 1.555
30 P 1.48 0.49 2.59  N29 1.779, N31 1.599, H76 1.470, H77 1.471
31 N 3.01 0.60 3.06  P30 1.599, H78 1.035
32 C 1.98 0.72 -0.40  C9 1.693, N29 1.555, C33 1.629, N36 1.459
33 C 2.43 2.23 0.03  C32 1.629, C34 1.640, H79 1.195, H80 1.195
34 C 3.21 3.14 -1.09  C33 1.640, N35 1.543, H81 1.194, H82 1.170
35 N 4.56 3.71 -0.58  C34 1.543, H83 1.058, H84 1.045
36 N 3.13 -0.17 -0.30  C32 1.459, C37 1.457, C40 1.470
37 C 4.52 0.24 -0.44  N36 1.457, O38 1.365, F39 1.511
38 O 5.22 -0.20 -1.52  C37 1.365
39 F 5.38 1.04 0.51  C37 1.511
40 C 3.07 -1.50 0.34  N36 1.470, O41 1.367, F42 1.477
41 O 4.14 -1.82 1.12  C40 1.367
42 F 2.08 -2.59 0.22  C40 1.477
43 H -5.34 3.94 -2.76  C1 1.185
44 H -6.23 5.49 -3.48  C1 1.190
45 H -5.14 5.63 -1.89  C1 1.172
46 H -4.35 5.81 -4.94  C2 1.189
47 H -3.46 6.48 -3.41  C2 1.184
48 H -2.15 5.30 -5.81  C4 1.193
49 H -1.47 6.06 -4.21  C4 1.181
50 H 0.06 4.24 -5.85  C5 1.182
51 H -0.93 2.93 -4.86  C5 1.191
52 H 1.69 4.09 -3.85  C6 1.173
53 H 0.43 5.33 -3.15  C6 1.172
54 H -1.07 3.22 -2.35  C7 1.194
55 H 0.50 3.65 -1.35  C7 1.155
56 H 1.66 1.95 -3.38  C8 1.196
57 H -0.22 1.36 -3.48  C8 1.197
58 H 2.18 -1.46 -2.33  C10 1.170
59 H 3.05 0.23 -2.88  C10 1.170
60 H 0.33 -0.37 -4.60  C11 1.254
61 H 3.86 -0.21 -5.12  C12 1.194
62 H 2.42 -0.39 -6.62  C12 1.176
63 H 0.11 -4.65 -2.89  C17 1.195
64 H 0.65 -4.19 -1.15  C17 1.194
65 H 1.60 -3.51 -2.75  C17 1.170
66 H -1.56 -1.31 -4.08  C18 1.192
67 H -2.30 -3.00 -3.67  C18 1.174
68 H -0.62 -2.85 -4.62  C18 1.188
69 H -4.60 1.40 -0.09  C22 1.180
70 H -3.98 3.24 -0.07  C22 1.170
71 H -4.15 2.27 -1.71  C22 1.186
72 H -1.92 -1.77 1.01  C25 1.196
73 H -0.54 -1.84 2.28  C25 1.197
74 H -1.68 0.78 4.40  O27 1.010
75 H -3.32 -1.55 3.41  O28 1.023
76 H 0.83 1.75 2.99  P30 1.470
77 H 0.90 -0.60 3.39  P30 1.471
78 H 3.57 0.48 2.20  N31 1.035
79 H 1.54 2.93 0.41  C33 1.195
80 H 3.16 2.21 0.97  C33 1.195
81 H 3.44 2.47 -2.05  C34 1.194
82 H 2.62 4.07 -1.48  C34 1.170
83 H 4.87 4.43 -1.29  N35 1.058
84 H 4.45 4.13 0.37  N35 1.045
85 C -0.50 -2.03 6.06  C86 1.527, H92 1.095, H93 1.095, H94 1.094
86 C -0.85 -3.45 6.50  C85 1.527, N87 1.465, H95 1.096, H96 1.096
87 N -1.04 -4.39 5.39  C86 1.465, C88 1.466, C90 1.464
88 C -1.66 -5.65 5.80  N87 1.466, C89 1.524, H97 1.097, H98 1.098
89 C -0.88 -6.55 6.76  C88 1.524, H99 1.090, H100 1.094, H101 1.093
90 C 0.07 -4.51 4.45  N87 1.464, C91 1.526, H102 1.097, H103 1.098
91 C 1.43 -4.93 5.00  C90 1.526, H104 1.094, H105 1.095, H106 1.091
92 H -1.24 -1.65 5.36  C85 1.095
93 H -0.48 -1.37 6.93  C85 1.095
94 H 0.49 -1.98 5.59  C85 1.094
95 H -1.78 -3.38 7.08  C86 1.096
96 H -0.08 -3.80 7.20  C86 1.096
97 H -1.92 -6.24 4.91  C88 1.097
98 H -2.62 -5.42 6.27  C88 1.098
99 H -0.05 -7.04 6.26  C89 1.090
100 H -1.53 -7.33 7.14  C89 1.094
101 H -0.49 -6.00 7.62  C89 1.093
102 H 0.19 -3.55 3.93  C90 1.097
103 H -0.21 -5.21 3.64  C90 1.098
104 H 1.70 -4.38 5.90  C91 1.094
105 H 2.20 -4.72 4.25  C91 1.095
106 H 1.47 -6.00 5.21  C91 1.091